1.
DFT (ωB97M-V with the def2-TZVPD basis set) results for a structure of composition C39H47Cl4IrNO6PS6SbTe.

Geometry as XYZ:
```
107
Properties=species:S:1:pos:R:3:mulliken_spin:R:1
Ir -0.17 -0.32 0.09 0.4667
Te 0.77 2.30 -3.14 -0.0009
Sb 2.28 -3.08 -0.73 -0.0057
Cl 0.47 4.64 1.04 0.0005
Cl 0.50 5.24 4.12 0.0006
Cl -0.57 0.00 5.06 0.0008
Cl 0.00 2.91 6.16 -0.0001
S 2.06 -0.85 0.30 -0.0033
S -0.90 -2.50 0.36 0.0081
S -5.39 -4.04 -0.76 -0.0004
S 4.34 -2.86 -1.68 -0.0018
S -2.40 -2.77 -1.02 0.0005
S -2.54 0.86 -0.58 0.0002
P -3.87 -3.42 0.27 0.0003
O -4.25 -2.28 1.29 -0.0001
O -0.46 -0.17 2.12 0.0053
O -3.18 -4.48 1.25 -0.0003
O 0.16 1.75 0.41 0.0296
O -2.54 1.33 -1.99 0.0026
O 1.01 -2.62 -2.36 0.0429
N 0.03 -0.61 -1.78 0.4803
C -0.19 1.29 3.97 0.0109
C -1.22 -5.75 1.66 -0.0006
C 4.80 0.66 -2.66 -0.0015
C 1.88 5.77 -5.64 0.0018
C 0.40 -2.19 -5.02 0.0073
C 2.83 2.04 -2.67 -0.0015
C 3.51 0.90 -3.12 -0.0001
C 0.19 6.51 -4.14 0.0000
C -0.89 4.99 -2.47 0.0002
C 2.69 3.41 -5.72 0.0000
C -2.42 -5.61 0.75 0.0004
C 2.79 4.18 -1.28 -0.0012
C -2.66 -2.09 3.18 0.0083
C -1.28 -0.62 -4.31 0.0357
C 0.30 -1.54 -2.60 -0.0484
C 4.77 2.67 -1.38 -0.0005
C 1.09 6.80 -5.15 0.0002
C 0.03 2.59 4.45 -0.0061
C -4.91 -3.23 3.42 0.0000
C -0.06 -2.11 -6.32 0.0044
C 0.29 3.35 2.18 -0.0038
C 1.19 8.19 -5.71 -0.0006
C 0.15 2.05 1.69 0.0133
C 3.47 2.94 -1.80 0.0034
C -4.18 0.19 -0.29 -0.0007
C -4.10 -2.15 2.73 -0.0012
C -0.20 -1.44 -4.01 -0.0078
C 2.94 -0.09 -4.09 0.0004
C 1.81 4.48 -5.12 -0.0023
C -2.71 2.32 0.44 -0.0041
C -0.16 1.01 2.61 -0.0095
C 0.93 4.21 -4.06 0.0021
C -1.14 -1.28 -6.62 -0.0044
C -1.75 -0.55 -5.62 0.0024
C 6.80 1.19 -1.24 -0.0001
C -3.30 -6.84 0.72 0.0000
C 0.26 3.62 3.55 0.0072
C 5.44 1.52 -1.79 0.0013
C 0.09 5.23 -3.59 0.0009
H -5.93 -3.25 3.03 0.0000
H -1.84 2.93 0.23 0.0011
H 1.86 8.22 -6.58 0.0000
H -2.74 -7.69 0.32 0.0000
H 7.39 2.09 -1.06 0.0000
H -0.36 4.83 -1.52 -0.0003
H -4.18 -6.67 0.10 0.0000
H 6.71 0.66 -0.29 0.0001
H -4.56 -1.18 2.91 0.0000
H -3.63 2.84 0.16 -0.0008
H 3.61 -0.20 -4.95 0.0002
H 2.88 -1.08 -3.62 0.0001
H -4.31 -0.01 0.77 0.0014
H 2.15 2.47 -5.81 0.0000
H -2.08 -5.36 -0.26 -0.0002
H 1.82 3.93 -0.86 0.0002
H 5.29 -0.26 -2.97 -0.0007
H -2.72 2.02 1.49 -0.0008
H -4.26 -0.74 -0.85 -0.0003
H -1.49 4.09 -2.64 0.0000
H -3.63 -7.09 1.73 0.0000
H -1.55 -5.95 2.69 -0.0001
H -4.90 0.92 -0.66 -0.0011
H -4.45 -4.20 3.27 0.0000
H 1.24 -2.83 -4.76 0.0020
H -1.56 5.84 -2.36 0.0002
H 0.21 8.56 -6.03 0.0000
H -0.62 -4.84 1.64 0.0003
H 3.56 3.21 -5.10 0.0001
H -1.75 -0.04 -3.52 -0.0254
H 2.58 5.97 -6.45 0.0001
H -2.59 0.10 -5.85 0.0001
H 3.04 3.72 -6.71 0.0000
H -1.50 -1.22 -7.64 -0.0005
H 1.96 0.19 -4.46 -0.0001
H -2.65 -1.85 4.25 -0.0001
H -2.16 -3.04 3.03 -0.0002
H -2.10 -1.32 2.65 -0.0062
H -4.96 -3.02 4.49 0.0000
H 3.40 4.65 -0.51 -0.0001
H 7.36 0.54 -1.92 0.0000
H -0.46 7.29 -3.76 0.0000
H 5.25 3.36 -0.70 0.0000
H -0.59 -6.58 1.33 0.0001
H 0.42 -2.68 -7.10 -0.0002
H 1.58 8.89 -4.97 0.0000
H 2.63 4.90 -2.08 -0.0002
```

max |F| = 0.85 eV/Å
charge = -2
multiplicity = 2
orbital gap (spin up / spin down) = 0.2186 / 0.2150 Ha

2.
DFT (ωB97M-V with the def2-TZVPD basis set) results for a structure of composition C39H47HgN5O2SbSi.

Geometry as XYZ:
```
96
Properties=species:S:1:pos:R:3:mulliken_spin:R:1
Hg 0.35 0.16 0.32 0.0656
Sb -0.14 -0.02 4.39 -0.0015
Si -0.17 3.06 -2.10 -0.0162
O 2.84 0.13 -2.34 0.0042
O -0.31 -1.32 -2.21 0.0158
N 2.35 -0.25 2.63 0.0161
N 2.24 -1.43 -3.83 0.0023
N -0.51 1.38 -2.21 0.5209
N -1.81 -1.36 2.34 0.0025
N -1.68 1.46 2.27 0.0026
C 0.73 -3.13 -1.16 0.0066
C 2.93 0.83 -5.79 0.0007
C 1.98 0.03 3.86 -0.0078
C 4.24 0.19 4.58 -0.0003
C 0.71 -4.41 -0.65 0.0006
C 4.62 -0.12 3.29 0.0006
C -0.78 -1.64 3.11 -0.0031
C -0.90 2.96 3.93 -0.0003
C 3.64 -0.31 2.32 -0.0061
C -1.11 -0.74 -3.17 0.1026
C 1.03 3.41 -0.67 -0.0016
C 1.46 0.40 -5.80 -0.0033
C 3.99 -0.63 0.90 0.0040
C -0.42 -2.61 -1.77 -0.0157
C -2.37 -0.78 -5.22 0.2111
C -3.52 -1.87 0.75 -0.0022
C 2.89 0.27 4.88 -0.0003
C -0.94 1.71 3.33 -0.0018
C -0.30 -2.93 3.26 0.0037
C -1.62 4.30 -1.87 0.0080
C -1.57 -3.37 -1.84 0.0113
C -2.46 2.40 1.75 -0.0034
C 2.89 -0.30 -3.47 -0.0001
C -2.00 1.30 -4.09 0.1617
C -0.99 -3.96 2.64 -0.0039
C -0.43 -5.19 -0.77 0.0044
C -1.20 0.69 -3.09 0.0698
C -2.53 0.59 -5.15 -0.0805
C -1.68 -1.45 -4.21 -0.1227
C -2.54 3.67 2.34 0.0011
C -2.08 -3.66 1.85 0.0049
C -1.72 3.95 3.42 -0.0002
C 3.73 0.34 -4.57 -0.0003
C -1.56 -4.67 -1.36 -0.0049
C 0.76 3.48 -3.72 0.0404
C 2.16 -1.94 -5.17 0.0016
C 1.28 -1.09 -6.09 -0.0077
C -2.43 -2.32 1.67 -0.0023
C -3.29 2.01 0.57 0.0035
H -2.48 -2.94 -2.24 0.0027
H -3.21 4.41 1.94 0.0001
H -1.93 4.33 -0.83 0.0004
H -3.06 1.12 -5.93 0.0000
H 0.93 0.97 -6.57 0.0024
H 5.02 -0.35 0.68 0.0002
H 1.90 2.77 -0.75 -0.0020
H -1.74 4.93 3.88 0.0000
H 4.26 1.18 -4.11 0.0002
H -4.19 -1.19 1.26 -0.0002
H 3.87 -1.70 0.74 -0.0007
H 4.49 -0.40 -4.87 0.0001
H 4.98 0.35 5.36 0.0000
H -3.56 2.87 -0.03 0.0003
H -1.54 -2.52 -4.30 0.0036
H 1.02 4.53 -3.77 0.0003
H -2.66 -4.44 1.38 0.0003
H 1.61 -2.51 -1.08 0.0035
H 3.18 -2.01 -5.58 0.0002
H 1.36 4.44 -0.70 0.0011
H -2.78 -1.33 -6.06 0.0075
H 2.53 0.50 5.87 0.0003
H 1.56 -1.30 -7.13 -0.0009
H 3.32 -0.11 0.22 0.0029
H 0.57 3.24 0.30 0.0007
H -0.24 3.13 4.77 0.0000
H -0.43 -6.20 -0.38 0.0003
H 1.66 2.90 -3.77 -0.0024
H 0.58 -3.13 3.87 0.0005
H 1.00 0.65 -4.85 0.0058
H -3.07 -1.32 -0.08 0.0011
H 1.56 -1.75 -3.16 -0.0042
H 0.23 -1.34 -5.97 0.0041
H -1.33 5.31 -2.15 -0.0004
H -0.69 -4.99 2.78 0.0001
H 5.67 -0.21 3.02 0.0001
H -4.20 1.51 0.90 -0.0005
H -2.50 4.05 -2.47 -0.0004
H -2.46 -5.27 -1.44 -0.0001
H -2.12 2.37 -4.05 0.0020
H 1.60 -4.81 -0.18 0.0002
H -2.72 1.32 -0.04 -0.0048
H 2.96 1.92 -5.82 -0.0003
H -4.08 -2.72 0.36 0.0001
H 1.77 -2.96 -5.12 -0.0006
H 0.16 3.24 -4.60 -0.0041
H 3.40 0.48 -6.71 0.0001
```

max |F| = 1.88 eV/Å
charge = 0
multiplicity = 2
orbital gap (spin up / spin down) = 0.2683 / 0.1794 Ha

3.
DFT (ωB97M-V with the def2-TZVPD basis set) results for a structure of composition C39H48BF4LiO15.

Geometry as XYZ:
```
108
Properties=species:S:1:pos:R:3:lowdin_charge:R:1
F 1.43 1.49 0.10 0.0930
F 0.26 -0.37 0.70 0.1470
F -0.67 1.00 -0.69 0.1815
F -0.43 1.62 1.51 0.1299
O 1.87 -2.05 -0.99 0.0051
O 5.08 0.38 -5.77 0.0096
O 0.58 2.06 -2.96 0.0398
O -3.87 3.64 -2.99 0.0608
O -1.26 -1.51 2.49 0.0261
O 2.75 -0.70 2.62 -0.0005
O -4.45 -0.61 -4.78 0.0735
O 0.17 3.97 3.23 -0.1850
O -3.26 -1.30 0.57 0.0934
O -1.98 -5.63 -2.75 0.0835
O -0.03 4.71 0.21 0.0039
O 7.55 -2.99 1.03 0.0475
O -0.31 -5.73 5.85 0.1207
O 2.73 2.43 2.33 -0.1848
O -5.01 3.13 2.37 0.0464
C 6.35 -2.52 1.35 -0.3302
C -3.82 2.36 0.41 0.0139
C 0.23 -3.14 3.46 -0.0018
C -2.78 -0.94 -3.09 0.0053
C 0.33 -4.24 4.26 -0.0278
C 3.32 1.99 -5.31 -0.0025
C 5.62 -3.01 2.46 -0.0267
C 3.77 -1.38 2.07 -0.3601
C -4.15 -0.84 -3.49 -0.3990
C 2.15 2.31 -4.61 -0.0003
C -0.19 -4.26 -3.22 -0.0450
C 2.50 0.61 -3.02 -0.0577
C -4.81 3.19 1.01 -0.2782
C 3.99 0.77 -4.98 -0.2353
C -0.91 -4.54 -0.95 0.0179
C -1.02 -2.43 3.46 -0.2428
C -2.05 -2.82 4.38 0.0496
C 4.48 -0.93 1.07 -0.0852
C 0.97 -2.95 -1.44 -0.3316
C 3.55 0.13 -3.71 0.0092
C -1.09 4.41 3.32 -0.1718
C -0.94 4.59 -0.87 -0.0326
C -4.94 4.59 -1.04 0.0584
C -5.21 4.31 0.32 0.0075
C 3.58 3.58 2.04 -0.0821
C 0.87 -3.50 -2.75 0.0131
C -0.59 -4.70 5.17 -0.3817
C -4.76 -1.01 -1.19 0.0103
C -3.64 2.47 -0.97 -0.0111
C 0.07 -3.61 -0.55 -0.0338
C -2.52 -1.32 -1.78 -0.0236
C -3.42 -1.16 -0.72 -0.3676
C -1.01 -4.82 -2.37 -0.3671
C 5.76 -1.35 0.67 0.0175
C 1.74 1.62 -3.46 -0.3683
C 4.36 -2.51 2.88 0.0338
C -4.13 3.62 -1.64 -0.2897
C -5.10 -0.94 -2.59 -0.0325
C -1.76 -3.84 5.35 0.0525
B 0.14 0.97 0.41 -1.3389
Li 0.92 3.19 1.35 0.7079
H -2.35 -1.21 0.80 0.0599
H 4.19 -0.68 -3.43 0.1038
H 3.81 -2.79 3.71 0.0742
H -1.96 4.43 -0.61 0.0761
H -3.31 3.04 -3.39 0.0619
H -1.45 -4.93 -0.08 0.1125
H -2.89 -2.51 4.22 0.0070
H -1.69 4.18 2.58 0.0222
H 7.92 -2.59 0.22 0.1289
H -3.25 1.66 0.87 0.0748
H 0.89 -2.81 2.83 0.0416
H 5.91 -3.97 3.08 0.1475
H -3.24 1.62 -1.50 0.1059
H 4.89 0.23 -6.68 0.0857
H -6.22 -0.63 -2.88 0.1688
H -0.64 -6.01 6.67 0.1078
H 2.25 0.20 -2.04 0.1041
H -0.82 5.35 -1.47 0.0527
H -0.55 -0.98 2.20 0.0494
H -1.97 -0.99 -3.77 0.1041
H -1.51 -1.56 -1.37 0.1136
H -5.26 5.28 -1.52 0.0114
H -2.45 -6.19 -2.16 0.0989
H -1.01 5.51 3.37 0.1136
H 1.42 -1.36 -0.38 0.1058
H -5.50 -1.11 -0.48 0.0809
H 1.71 -3.18 -3.49 0.1405
H 3.56 2.44 -6.13 0.0397
H 4.05 -0.08 0.49 0.1321
H 0.18 -3.40 0.56 0.1169
H 4.41 3.41 1.33 0.0996
H -0.11 -4.63 -4.11 0.0662
H 1.43 3.15 -4.88 0.1335
H 1.31 -4.74 4.32 0.1294
H -0.75 3.77 -1.50 0.0714
H 0.06 5.47 0.33 -0.0967
H 0.42 1.76 -2.03 0.0866
H 2.26 0.01 2.02 0.1408
H -2.36 -4.24 6.02 0.0492
H 6.27 -0.93 -0.17 0.0908
H 3.13 1.82 2.99 0.1036
H -3.77 -0.17 -5.22 0.0682
H -4.66 2.35 2.76 0.0744
H -5.81 4.95 0.80 0.0746
H 4.25 3.73 3.03 0.1410
H -1.41 3.87 4.18 0.0957
H 0.49 3.59 4.15 0.1731
H 3.07 4.39 2.00 -0.0072
```

max |F| = 18.79 eV/Å
charge = 0
multiplicity = 1
orbital gap = 0.2560 Ha

4.
DFT (ωB97M-V with the def2-TZVPD basis set) results for a structure of composition C39H48BrIN5NaO2.

Geometry as XYZ:
```
97
Properties=species:S:1:pos:R:3:lowdin_charge:R:1
I -1.07 -1.94 3.33 1.1891
Br -1.45 -5.04 5.01 0.7311
Na -0.67 -0.29 -0.24 0.3533
O 2.14 0.59 -0.03 0.0341
O -0.82 2.43 -2.94 0.0206
N -0.62 -3.11 0.02 -0.0459
N 0.36 1.40 -1.22 0.1140
N -0.02 -1.41 -2.27 -0.0865
N -2.66 -1.49 -1.14 -0.0642
N 1.48 2.47 -2.87 0.1452
C 1.61 -3.15 2.90 -0.1620
C 0.82 -2.55 -1.98 -0.1958
C -2.09 3.73 -0.18 -0.0254
C 4.96 -1.08 -3.85 -0.0974
C -2.41 2.62 0.79 -0.1703
C 0.11 -3.62 -1.16 -0.1915
C 2.53 1.98 -2.02 -0.2824
C -3.33 0.83 2.75 -0.2124
C 1.21 -5.54 4.24 -0.1328
C -2.44 -2.08 -2.46 -0.1787
C -3.97 0.02 3.86 -0.0859
C 5.19 4.66 -1.46 -0.0794
C -3.99 0.93 1.51 -0.1896
C -5.26 0.14 1.24 -0.0387
C -1.16 -1.59 -3.16 -0.1750
C 1.67 1.24 -0.95 -0.4901
C -0.37 3.14 2.19 -0.0352
C 2.83 3.80 -0.29 -0.0096
C -1.36 1.47 4.23 -0.0964
C 3.15 0.50 -3.99 -0.0308
C 0.38 -3.40 3.51 -0.7388
C -3.53 1.81 0.54 -0.1874
C 3.33 3.12 -1.40 -0.1345
C 4.69 5.32 -0.35 -0.0932
C -2.01 -3.55 0.13 -0.2279
C 0.23 2.13 -2.38 -0.5706
C 4.43 0.33 -1.97 -0.0317
C 5.21 -0.66 -2.55 -0.0747
C -4.22 1.92 -0.80 -0.0401
C 3.93 -0.50 -4.57 -0.0859
C -1.67 2.42 1.96 -0.1755
C 2.63 -4.09 2.96 -0.0736
C -3.05 -2.44 -0.09 -0.2201
C 3.50 4.89 0.23 -0.0723
C 3.40 0.93 -2.69 -0.1609
C 0.19 -4.60 4.18 -0.7441
C 4.51 3.56 -1.98 -0.0266
C -2.14 1.54 2.95 -0.2113
C 2.43 -5.28 3.63 -0.0763
H -0.13 3.83 1.38 0.0539
H -4.96 2.72 -0.82 0.0954
H 0.55 -0.64 -2.59 0.0894
H -3.01 4.14 -0.59 0.0830
H -2.20 -4.37 -0.57 0.1053
H 3.72 -0.82 -5.58 0.0993
H -0.29 1.32 4.04 0.0683
H 3.11 5.40 1.10 0.1022
H -3.51 2.11 -1.60 0.0803
H -4.02 -2.93 -0.29 0.1201
H -1.50 3.39 -1.02 0.0566
H 4.62 0.64 -0.95 0.1226
H 2.33 0.94 -4.54 0.1094
H 1.58 3.21 -3.55 0.1571
H 1.69 -2.18 -1.42 0.1182
H -1.44 2.40 4.80 0.0928
H -5.11 -0.62 0.47 0.0644
H -3.29 -1.87 -3.12 0.1204
H -6.06 0.79 0.88 0.0895
H 5.57 -1.85 -4.30 0.0975
H 6.01 -1.12 -1.97 0.1012
H -3.17 -1.86 0.83 0.0753
H -2.19 -3.96 1.12 0.0941
H 1.77 -2.21 2.38 0.0990
H -0.93 -2.29 -3.98 0.1183
H -1.36 -0.62 -3.62 0.1180
H 0.84 -4.38 -0.86 0.1199
H 3.22 -6.02 3.69 0.1077
H 1.91 3.47 0.17 0.1011
H -3.46 0.15 4.81 0.0591
H 3.58 -3.88 2.48 0.1097
H -0.61 -4.14 -1.80 0.1005
H -5.63 -0.37 2.12 0.0648
H 6.11 4.99 -1.92 0.1011
H -4.01 -1.05 3.65 0.0513
H 0.46 2.43 2.24 0.0882
H -2.41 -3.16 -2.36 0.0941
H 1.22 -3.04 -2.88 0.1180
H -1.57 4.55 0.31 0.0755
H -1.67 0.66 4.89 0.0263
H 1.05 -6.47 4.77 0.0993
H -3.31 -0.72 -1.17 0.0897
H -0.12 -3.34 0.87 0.0461
H -4.76 1.00 -1.05 0.0620
H -0.36 3.70 3.12 0.0864
H 5.22 6.17 0.06 0.0992
H 4.92 3.04 -2.84 0.1176
H -5.00 0.34 4.01 0.0847
```

max |F| = 0.57 eV/Å
charge = 0
multiplicity = 1
orbital gap = 0.3127 Ha

| no. | energy (eV) |
| --- | --- |
| 1 | -196048.880 |
| 2 | -71340.992 |
| 3 | -83680.094 |
| 4 | -135330.887 |